Density functional theory data (ωB97M-V/def2-TZVPD) for one molecule with the formula C4H8N2O.

As for the energy above the lowest of the compared OMol25 structures with the same formula, charge and spin: 60.95 kcal/mol. As for the charge: 0. The SMILES is C[C@H](O)N=C=CN. The maximum force comes out at 0.68 eV Å⁻¹. The HOMO-LUMO gap is 9.61 eV.

```
15
C4H8N2O, DFT ωB97M-V/def2-TZVPD
O -1.63 -1.74 1.38
N 0.34 -0.52 1.16
N 2.04 1.92 -0.72
C 0.62 0.55 0.63
C -1.17 -0.99 -0.80
C -0.57 -1.47 0.50
C 0.89 1.73 0.11
H -1.83 -1.76 -1.21
H 0.19 2.53 0.34
H -1.24 -1.90 2.25
H 0.03 -2.38 0.33
H 1.77 2.31 -1.61
H 2.68 2.59 -0.29
H -0.39 -0.76 -1.53
H -1.77 -0.08 -0.62
```